Version i
Computed, not measured: C37H60F3NO25V2 as an isolated structure, with ωB97M-V/def2-TZVPD.

Last column: Mulliken charge in e.
CARTESIAN COORDINATES (ANGSTROEM)
O  -3.91  1.06  -0.71  -0.6009
V  -3.24  1.91  0.42  1.2410
O  -3.41  3.51  0.18  -0.5675
O  -0.41  3.91  3.98  -0.8120
V  -0.50  2.31  3.82  1.4119
O  0.83  1.56  4.08  -0.6788
C  -1.99  0.51  5.48  0.0652
O  -0.85  0.98  6.16  -0.1472
O  -2.45  1.46  4.59  -0.7115
C  -1.87  -1.00  5.05  0.8339
F  -1.59  -1.65  6.21  -0.3200
F  -3.01  -1.55  4.64  -0.2750
F  -0.85  -1.21  4.21  -0.1450
C  -0.99  1.54  7.47  -0.4212
C  0.45  1.99  7.81  -1.1485
H  0.28  2.19  8.88  0.4007
H  1.24  1.26  7.68  0.2856
H  0.69  2.89  7.26  0.2764
H  -1.35  0.75  8.14  0.3683
H  -1.65  2.41  7.56  0.3436
H  -2.88  0.41  6.12  0.3306
C  -1.75  -0.95  1.23  -2.2326
C  -0.51  -0.28  0.58  2.3795
C  -0.33  -0.96  -0.79  -1.0323
C  0.66  -0.22  -1.66  -0.5724
C  0.25  1.21  -1.84  -1.2995
C  0.13  2.04  -0.48  1.1241
N  -0.68  1.20  0.42  1.8940
O  -1.25  1.89  1.50  -0.3424
C  -0.70  3.26  -0.98  -2.3485
C  1.52  2.40  0.02  -0.4706
C  0.63  -0.64  1.53  -0.2458
H  -2.16  -0.46  2.12  0.2182
H  -1.65  -2.03  1.32  0.1512
H  -2.72  -0.80  0.72  0.2858
H  -1.28  -1.04  -1.32  0.3207
H  0.01  -1.99  -0.73  -0.1401
H  0.57  -0.61  -2.67  0.4375
H  1.66  -0.22  -1.24  0.0853
H  -0.55  1.32  -2.57  0.6479
H  1.17  1.69  -2.19  0.4064
H  -0.14  3.74  -1.79  0.1774
H  -0.90  3.98  -0.18  0.2907
H  -1.63  2.89  -1.42  0.8251
H  1.45  2.70  1.07  0.3250
H  1.81  3.26  -0.57  -0.3822
H  2.20  1.54  0.01  0.0618
H  0.95  -1.67  1.36  0.4548
H  0.42  -0.48  2.59  -0.2201
H  1.44  0.05  1.31  -0.6397
C  1.36  -5.17  -0.38  -1.2775
C  0.56  -6.37  0.14  0.4716
C  -0.73  -5.86  0.83  0.0167
O  -1.82  -6.50  0.14  -0.3086
C  -1.26  -7.45  -0.62  0.6219
O  -1.91  -8.37  -1.03  -0.5735
O  0.05  -7.31  -0.88  -0.3730
H  1.60  -4.46  0.41  0.3466
H  0.84  -4.67  -1.20  0.1898
H  2.30  -5.54  -0.78  0.4361
H  1.06  -6.93  0.91  0.2978
H  -0.79  -4.78  0.94  -0.1581
H  -0.64  -6.37  1.79  0.3369
C  4.88  1.61  3.07  -1.3066
C  3.86  0.52  2.86  1.7929
C  4.38  -0.58  1.95  -0.2085
O  4.04  -1.82  2.53  -0.4001
C  3.48  -1.57  3.77  0.5029
O  3.08  -2.39  4.52  -0.5309
O  3.40  -0.23  3.96  -0.4379
H  4.57  2.38  3.77  0.3418
H  5.06  1.91  2.04  0.1596
H  5.83  1.29  3.51  0.4432
H  2.93  0.96  2.48  -0.6414
H  5.44  -0.48  1.70  0.3966
H  3.96  -0.52  0.94  0.1374
C  -0.02  -4.00  -5.01  -1.2107
C  -1.33  -3.24  -5.15  0.4804
C  -1.44  -1.88  -4.52  0.5370
O  -1.86  -0.98  -5.59  -0.3364
C  -1.76  -1.67  -6.72  0.5656
O  -2.08  -1.20  -7.79  -0.5974
O  -1.38  -2.93  -6.57  -0.3836
H  0.03  -4.34  -3.97  0.2055
H  0.85  -3.42  -5.31  0.3735
H  -0.17  -4.87  -5.64  0.3791
H  -2.18  -3.90  -4.96  0.2438
H  -0.48  -1.54  -4.13  -0.4964
H  -2.19  -1.85  -3.73  0.1756
C  3.43  5.08  -2.12  -1.2931
C  4.66  4.73  -1.29  0.3963
C  4.50  4.91  0.22  -0.5594
O  4.81  3.61  0.63  -0.3610
C  5.18  2.78  -0.36  0.7484
O  5.62  1.66  -0.24  -0.5664
O  4.98  3.34  -1.54  -0.4378
H  3.57  4.44  -3.00  0.1948
H  3.35  6.11  -2.48  0.4639
H  2.44  4.92  -1.68  0.1685
H  5.56  5.27  -1.56  0.5472
H  3.54  5.32  0.52  0.3032
H  5.27  5.57  0.65  0.3315
C  -5.45  -2.61  2.39  -1.1879
C  -5.45  -3.41  1.11  0.4362
C  -6.21  -2.82  -0.13  -0.4981
O  -5.25  -2.75  -1.18  -0.3688
C  -4.07  -3.18  -0.75  0.5705
O  -3.09  -3.21  -1.46  -0.4470
O  -4.15  -3.52  0.54  -0.2841
H  -6.51  -2.43  2.58  0.4165
H  -4.79  -1.75  2.40  0.1480
H  -4.98  -3.30  3.09  0.3513
H  -5.89  -4.37  1.39  0.2560
H  -6.50  -1.81  0.16  0.2758
H  -7.03  -3.42  -0.50  0.3141
C  1.51  4.43  -5.30  -1.4437
C  0.20  3.86  -5.88  0.6242
C  -0.31  2.73  -5.03  0.4950
O  -1.71  2.82  -5.25  -0.3319
C  -2.01  4.15  -5.51  0.5172
O  -3.08  4.64  -5.44  -0.5053
O  -0.87  4.77  -5.93  -0.4074
H  2.36  3.76  -5.15  0.3894
H  1.37  4.94  -4.35  0.2912
H  1.92  5.12  -6.04  0.4589
H  0.47  3.49  -6.87  0.2085
H  -0.09  2.86  -3.97  -0.7424
H  0.02  1.74  -5.34  0.4272

Computed properties:
* HOMO-LUMO gap: 6.44 eV



Version ii
Computed, not measured: C37H60F3NO25V2 as an isolated structure, with ωB97M-V/def2-TZVPD.

Last column: Mulliken charge in e.
CARTESIAN COORDINATES (ANGSTROEM)
O  3.45  -2.23  2.34  -0.5704
V  3.19  -1.17  1.23  1.1641
O  3.44  0.27  1.88  -0.5672
O  -0.15  -2.48  -2.86  -0.6542
V  0.84  -3.14  -1.84  1.2326
O  0.00  -3.99  -0.71  -0.6561
C  5.97  -0.88  -0.60  0.3582
O  6.60  -1.61  -1.61  -0.2698
O  4.69  -1.41  -0.54  -0.8249
C  6.73  -0.76  0.75  0.5707
F  5.89  -0.51  1.77  -0.2365
F  7.36  -1.91  1.08  -0.3309
F  7.67  0.20  0.79  -0.2698
C  8.01  -1.49  -1.76  -0.1749
C  8.35  -1.24  -3.24  -1.2263
H  7.96  -2.06  -3.85  0.2863
H  7.91  -0.30  -3.55  0.2991
H  9.44  -1.19  -3.30  0.3805
H  8.43  -2.48  -1.54  0.2448
H  8.47  -0.77  -1.09  0.3273
H  5.73  0.13  -0.95  0.2367
C  0.45  -1.58  2.27  -2.8244
C  -0.09  -0.70  1.14  2.6562
C  -0.52  0.56  1.88  -1.3041
C  -0.63  1.80  1.01  -0.3663
C  0.58  1.98  0.09  -1.2068
C  0.98  0.73  -0.70  1.5710
N  1.03  -0.44  0.20  2.5212
O  1.54  -1.61  -0.36  0.1239
C  2.39  1.02  -1.22  -1.8495
C  -0.01  0.54  -1.86  -1.0911
C  -1.36  -1.40  0.60  -1.0982
H  1.15  -1.06  2.93  0.5376
H  0.98  -2.46  1.91  0.4771
H  -0.31  -2.04  2.91  -0.2193
H  0.08  0.85  2.75  0.5628
H  -1.49  0.34  2.33  0.2298
H  -0.93  2.69  1.58  0.8497
H  -1.57  1.68  0.44  -0.5328
H  1.34  2.36  0.79  -0.0904
H  0.40  2.79  -0.62  0.7560
H  2.58  0.34  -2.05  0.4797
H  3.17  0.95  -0.46  -0.2331
H  2.40  2.02  -1.67  0.5969
H  0.24  1.29  -2.62  0.3657
H  -1.07  0.64  -1.62  -0.3471
H  0.08  -0.40  -2.40  -0.0745
H  -1.16  -2.45  0.41  0.3359
H  -1.85  -1.03  -0.31  -0.3078
H  -2.18  -1.28  1.30  0.0948
C  -6.16  -0.02  5.29  -1.5017
C  -5.15  -1.12  5.21  0.5700
C  -4.56  -1.47  3.85  -0.2081
O  -3.21  -0.99  3.93  -0.0560
C  -2.85  -0.94  5.24  0.5322
O  -1.75  -0.96  5.67  -0.5375
O  -3.98  -0.79  5.97  -0.4098
H  -6.73  0.02  6.22  0.3538
H  -6.87  -0.11  4.46  0.3849
H  -5.78  0.99  5.11  0.3545
H  -5.51  -2.09  5.55  0.2673
H  -5.17  -1.17  2.99  0.3568
H  -4.34  -2.52  3.63  -0.0914
C  3.10  1.80  -6.91  -1.3469
C  2.65  2.79  -5.82  0.3868
C  2.04  4.10  -6.35  -0.5003
O  0.64  3.92  -6.13  -0.3327
C  0.41  2.76  -5.50  0.5261
O  -0.65  2.37  -5.12  -0.5189
O  1.57  2.17  -5.11  -0.2903
H  2.76  1.97  -7.92  0.3633
H  2.86  0.82  -6.48  0.2953
H  4.19  1.73  -6.93  0.4079
H  3.46  2.98  -5.12  0.4068
H  2.20  4.14  -7.42  0.2789
H  2.38  4.99  -5.83  0.3001
C  -5.44  2.66  -1.93  -1.6929
C  -3.94  2.52  -1.63  1.3208
C  -3.01  3.17  -2.72  -0.2473
O  -2.35  4.19  -2.02  -0.3196
C  -2.67  4.17  -0.73  0.5800
O  -2.18  4.84  0.13  -0.5567
O  -3.65  3.29  -0.46  -0.4227
H  -5.95  2.16  -1.11  0.3819
H  -5.66  2.17  -2.88  0.2647
H  -5.80  3.69  -2.03  0.4349
H  -3.70  1.46  -1.58  -0.2474
H  -3.73  3.54  -3.45  0.3678
H  -2.35  2.43  -3.17  0.1844
C  -2.14  -4.70  3.66  -1.1348
C  -2.42  -5.81  4.68  0.3482
C  -2.92  -5.19  6.00  -0.1259
O  -4.01  -6.00  6.34  -0.3608
C  -4.39  -6.76  5.25  0.5487
O  -5.46  -7.26  5.15  -0.4939
O  -3.52  -6.55  4.23  -0.3926
H  -3.13  -4.32  3.42  0.1538
H  -1.71  -5.02  2.71  0.4248
H  -1.47  -4.00  4.15  0.3269
H  -1.49  -6.34  4.92  0.2993
H  -2.96  -4.10  5.94  0.0251
H  -2.08  -5.27  6.70  0.3386
C  3.39  3.38  3.43  -0.9998
C  4.58  4.03  2.75  0.4298
C  5.90  3.24  2.72  -0.4630
O  6.10  2.99  1.33  -0.3241
C  5.15  3.59  0.58  0.7247
O  5.15  3.63  -0.61  -0.5818
O  4.15  4.03  1.35  -0.3675
H  2.50  3.86  3.01  0.2846
H  3.31  3.44  4.51  0.4187
H  3.40  2.32  3.20  0.0304
H  4.77  5.06  3.06  0.3265
H  5.84  2.30  3.26  0.2912
H  6.75  3.78  3.12  0.2734
C  -3.74  -2.31  -3.32  -1.2569
C  -4.41  -0.96  -3.39  1.0650
C  -5.51  -0.77  -4.43  -0.6519
O  -6.69  -1.12  -3.75  -0.3788
C  -6.51  -0.89  -2.43  0.5727
O  -7.36  -1.08  -1.63  -0.5386
O  -5.16  -0.76  -2.17  -0.2594
H  -4.37  -3.19  -3.37  0.3563
H  -3.16  -2.26  -2.39  0.1315
H  -2.99  -2.48  -4.10  0.3875
H  -3.73  -0.13  -3.57  -0.0688
H  -5.32  -1.36  -5.33  0.3761
H  -5.65  0.23  -4.86  0.2935

Computed properties:
* HOMO-LUMO gap: 5.54 eV



version ii (6.6 kcal/mol below the next structure)



Version i
Computed, not measured: a 4-piece molecular cluster, C4H14NO3 overall, with ωB97M-V/def2-TZVPD.

Last column: natural (NBO) charge in e.
CARTESIAN COORDINATES (ANGSTROEM)
C  -3.57  0.72  3.40  -0.2985
C  -2.09  0.38  3.32  -0.4349
C  -1.81  -1.04  2.76  -0.4325
C  -1.71  -1.06  1.24  -0.0948
O  -0.79  -0.13  0.77  -0.5064
N  -4.13  0.56  2.07  -0.4144
H  -4.08  0.06  4.14  0.2799
H  -3.66  1.73  3.81  0.3216
H  -1.59  1.11  2.67  0.2636
H  -1.60  0.51  4.33  0.2608
H  -0.83  -1.39  3.15  0.2668
H  -2.56  -1.74  3.12  0.2281
H  -1.38  -2.07  0.92  0.2764
H  -5.11  0.81  2.06  0.4069
H  -2.71  -0.86  0.80  0.2679
H  -3.53  1.09  1.35  0.4235
H  -2.42  2.40  0.09  0.5090
H  -1.38  0.78  0.64  0.4754
O  -2.40  1.70  0.73  -0.7986
H  15.16  -1.48  -13.21  0.3956
H  15.77  -0.77  -14.30  0.4410
O  16.44  -1.30  -13.86  -0.8366

Computed properties:
* total charge: +1
* HOMO-LUMO gap: 2.24 eV



Version ii
Computed, not measured: a 3-piece molecular cluster, C4H14NO3 overall, with ωB97M-V/def2-TZVPD.

Last column: natural (NBO) charge in e.
CARTESIAN COORDINATES (ANGSTROEM)
O  -0.42  -1.34  -1.28  -0.5003
C  -0.69  -0.39  -0.60  0.4431
C  0.28  0.07  0.50  -0.1627
C  0.39  1.58  0.33  -0.4505
C  -0.76  2.23  1.13  -0.6091
N  1.57  -0.71  0.35  -0.6783
H  -1.67  0.11  -0.70  0.1584
H  -0.17  -0.23  1.43  0.2599
H  0.24  1.92  -0.70  0.2301
H  1.27  2.12  0.68  0.2418
H  -1.72  2.17  0.59  0.2126
H  -1.00  1.70  2.05  0.2057
H  -0.67  3.30  1.31  0.2477
H  1.91  -0.74  -0.63  0.4849
H  1.43  -1.66  0.69  0.4494
H  2.27  -0.26  0.93  0.4361
H  -2.35  -0.69  1.94  0.4732
H  -2.79  -2.19  1.64  0.5023
O  -2.06  -1.60  1.88  -0.9667
H  1.67  -0.41  -3.16  0.5113
H  1.84  1.05  -2.56  0.4971
O  1.62  0.13  -2.35  -0.9861

Computed properties:
* total charge: +1
* HOMO-LUMO gap: 10.96 eV



version ii (220.0 kcal/mol below the next structure)



Version i
Computed, not measured: a 4-piece molecular cluster, C4H15NO3 overall, with ωB97M-V/def2-TZVPD.

Last column: natural (NBO) charge in e.
CARTESIAN COORDINATES (ANGSTROEM)
C  1.93  -0.80  -1.45  -0.6863
N  -0.13  -0.29  1.00  -0.6498
C  -0.43  -0.33  -0.39  0.2610
C  0.42  -0.53  -1.41  0.0550
C  -1.92  -0.22  -0.62  -0.7316
H  2.50  0.12  -1.57  0.2764
H  2.24  -1.19  -0.43  0.2373
H  2.21  -1.45  -2.22  0.2700
H  0.86  -0.11  1.23  0.4380
H  -0.67  0.48  1.44  0.4286
H  -0.06  -0.53  -2.44  0.2383
H  -2.22  0.84  -0.36  0.2766
H  -2.59  -1.00  -0.11  0.2888
H  -2.35  -0.07  -1.58  0.2663
H  -0.22  3.87  -1.73  0.4780
H  -0.87  2.75  -2.76  0.4832
O  -0.98  3.45  -2.02  -0.9582
H  -0.15  -2.70  2.34  0.4571
H  -0.77  -2.60  1.15  0.4321
O  -0.83  -3.14  1.83  -0.8814
H  2.63  1.31  2.77  0.5068
H  1.42  1.97  2.06  0.4792
O  1.69  1.16  2.49  -0.9653

Computed properties:
* 2S+1: 2
* total charge: +1
* HOMO-LUMO gap (alpha / beta): 11.07 / 6.95 eV



Version ii
Computed, not measured: a 4-piece molecular cluster, C4H15NO3 overall, with ωB97M-V/def2-TZVPD.

Last column: natural (NBO) charge in e.
CARTESIAN COORDINATES (ANGSTROEM)
C  2.37  -1.74  -0.25  -0.6905
C  1.11  -0.99  -0.45  0.0457
C  1.01  0.11  -1.27  0.0739
N  0.05  1.04  -1.22  -0.4415
C  -1.36  0.85  -1.62  -0.4458
H  2.24  -2.73  0.15  0.2624
H  2.74  -1.87  -1.24  0.2553
H  3.15  -1.28  0.29  0.2844
H  0.24  -1.39  0.09  0.2565
H  1.81  0.38  -2.06  0.2354
H  0.41  1.94  -1.63  0.4254
H  -1.64  1.39  -2.54  0.2536
H  -1.60  -0.16  -1.88  0.2323
H  -1.93  1.08  -0.70  0.2454
H  -0.58  -0.25  2.37  0.4383
H  -0.34  1.17  2.94  0.4911
O  -0.64  0.29  3.16  -0.9505
H  0.29  1.42  0.97  0.4584
H  0.03  2.82  1.48  0.4788
O  0.50  2.05  1.71  -0.9142
H  -2.96  -1.54  -0.13  0.4837
H  -2.66  -1.13  1.31  0.4880
O  -2.28  -1.46  0.55  -0.9662

Computed properties:
* 2S+1: 2
* total charge: +1
* HOMO-LUMO gap (alpha / beta): 9.44 / 6.24 eV



Version iii
Computed, not measured: a 3-piece molecular cluster, C4H15NO3 overall, with ωB97M-V/def2-TZVPD.

Last column: natural (NBO) charge in e.
CARTESIAN COORDINATES (ANGSTROEM)
C  0.85  -2.19  -0.07  -0.6296
C  -0.23  -1.35  0.66  -0.2924
N  -0.26  0.03  0.13  -0.1936
C  -1.60  0.48  -0.27  -0.2990
C  -2.09  1.52  0.83  -0.0503
O  -2.54  2.69  0.22  -0.6779
H  0.59  -2.32  -1.11  0.2374
H  1.90  -2.04  0.15  0.2329
H  0.72  -3.21  0.34  0.2513
H  -1.11  -1.98  0.65  0.2563
H  0.14  -1.31  1.69  0.2570
H  0.30  0.13  -0.74  0.4583
H  -1.49  1.12  -1.14  0.2469
H  -2.32  -0.32  -0.47  0.2609
H  -1.33  1.84  1.54  0.1881
H  -2.87  1.03  1.42  0.2240
H  -1.86  3.28  -0.13  0.4917
H  2.41  -0.73  -2.50  0.4938
H  2.17  0.43  -1.47  0.4911
O  1.82  0.01  -2.27  -0.9681
H  2.49  0.26  1.04  0.4693
H  1.80  1.55  0.97  0.4692
O  2.51  1.10  0.54  -0.9173

Computed properties:
* 2S+1: 2
* total charge: +1
* HOMO-LUMO gap (alpha / beta): 11.92 / 6.67 eV



version i (2.0 kcal/mol below the next structure)



Version i
Computed, not measured: the molecule CH6N2, with ωB97M-V/def2-TZVPD.

Last column: natural (NBO) charge in e.
CARTESIAN COORDINATES (ANGSTROEM)
N  -0.82  -0.63  -0.63  -0.8567
C  -0.25  0.14  0.41  -0.0456
N  1.05  0.66  0.26  -0.8151
H  -1.66  -1.02  -0.23  0.3606
H  -0.16  -1.26  -1.04  0.3528
H  -0.99  0.88  0.61  0.1585
H  -0.25  -0.48  1.21  0.1464
H  1.80  -0.06  0.35  0.3489
H  1.18  0.92  -0.72  0.3501

Computed properties:
* SMILES string: NCN
* HOMO-LUMO gap: 10.22 eV



Version ii
Computed, not measured: a 2-piece molecular cluster, CH6N2 overall, with ωB97M-V/def2-TZVPD.

Last column: natural (NBO) charge in e.
CARTESIAN COORDINATES (ANGSTROEM)
C  -0.87  0.09  0.14  -0.4187
N  1.46  -0.09  -0.03  -0.6750
N  0.42  0.74  0.17  -0.3800
H  -0.79  -1.01  -0.24  0.1539
H  -1.34  -0.02  1.07  0.1903
H  -1.60  0.67  -0.58  0.2049
H  2.33  0.26  0.34  0.3852
H  1.23  -0.98  -0.37  0.3530
H  0.21  1.56  -0.94  0.1863

Computed properties:
* HOMO-LUMO gap: 8.98 eV



version i (61.8 kcal/mol below the next structure)